(1)
Molecular formula: C3H7N4O3SSe3TcTe
Method: DFT, ωB97M-V/def2-TZVPD

Atoms and positions in Å:
Tc: 0.8649 -1.6928 0.3592
Se: 2.9961 -2.7502 -0.0412
Se: 4.5705 -2.3593 1.6892
Te: 3.1605 -2.3081 3.7206
Se: 0.8442 -2.3241 2.6886
C: -1.4719 -2.2056 -2.5825
S: -1.4387 -2.1035 -0.8129
O: -2.7332 -2.3017 -0.2693
O: -0.8386 -0.7646 -0.4689
O: -0.3880 -3.0750 -0.3611
H: -1.9144 -1.2938 -2.9756
H: -2.0849 -3.0655 -2.8439
H: -0.4515 -2.3327 -2.9367
N: -0.0504 4.4699 0.3752
C: -0.1089 3.1441 0.4565
N: -1.2935 2.5418 0.5871
N: 1.0467 2.4870 0.4306
C: 1.2224 1.2361 0.5156
N: 1.6127 0.1328 0.6320
H: -0.8797 5.0359 0.3843
H: 0.8470 4.9181 0.3144
H: -2.1456 3.0721 0.6454
H: -1.3656 1.5390 0.4932

Cartesian forces, eV/Å:
2.0336 -0.1824 1.0235
-0.2985 0.1364 0.2416
-0.5326 -0.0056 0.3878
0.0826 -0.0012 -0.7117
0.2674 0.0174 -0.1928
0.0317 -0.0929 0.2797
-1.6825 0.1115 -0.9256
0.0136 -0.1166 -0.1002
0.1221 0.1161 -0.0475
-0.2484 -0.8978 -0.1421
-0.0391 0.0185 0.0784
0.0338 -0.0230 0.0099
-0.0250 0.0361 -0.0344
-0.1211 0.0259 0.0263
0.1840 -0.3199 0.1376
-0.0408 -0.1083 -0.0828
-0.0778 0.5974 -0.2467
0.7187 -0.3662 0.3450
-0.4581 1.0292 -0.0508
0.0142 0.0501 -0.0186
0.0470 -0.0348 0.0193
-0.0277 -0.0293 -0.0452
0.0029 0.0393 0.0494

Output
* LUMO level (spin up / spin down): -0.1634 / -0.2046 hartree
* spin multiplicity: 4
* expectation value of S²: 3.79
* HOMO-LUMO gap (spin up / spin down): 6.48 / 5.64 eV
* relative energy (zero: lowest compared OMol25 entry of this formula, charge and spin): 0.0 kcal per mole
* charge: +1

The molecule's Löwdin atomic charges, reported in e, are given here: atom 1 (Tc): 0.712, atom 2 (Se): 0.088, atom 3 (Se): -0.048, atom 4 (Te): 0.508, atom 5 (Se): 0.023, atom 6 (C): -0.104, atom 7 (S): 0.468, atom 8 (O): -0.232, atom 9 (O): -0.457, atom 10 (O): -0.490, atom 11 (H): 0.081, atom 12 (H): 0.085, atom 13 (H): 0.076, atom 14 (N): 0.204, atom 15 (C): -0.455, atom 16 (N): 0.217, atom 17 (N): 0.156, atom 18 (C): -0.277, atom 19 (N): -0.046, atom 20 (H): 0.127, atom 21 (H): 0.132, atom 22 (H): 0.128, atom 23 (H): 0.104

(2)
Molecular formula: C54H84F3IN4O24P2S
Method: DFT, ωB97M-V/def2-TZVPD

Atoms and positions in Å:
C: -4.2979 3.1042 -2.2615
C: -2.8263 2.8630 -1.9284
C: -2.3616 3.3524 -0.5493
O: -0.9156 3.1018 -0.5792
C: -0.3350 2.1695 0.2720
C: -0.4347 0.7075 -0.1759
C: -0.5209 -0.2381 1.0076
O: -1.0080 0.1200 2.0472
C: 0.0348 -1.6121 0.8925
C: 0.3250 -2.2034 -0.3391
C: 0.8664 -3.4761 -0.4099
C: 1.1526 -4.1766 0.7523
C: 0.8545 -3.6009 1.9908
C: 0.3004 -2.3247 2.0710
S: 1.4931 2.5851 0.1675
O: 1.8491 3.7405 0.9206
O: 1.9128 2.5225 -1.2000
C: 2.4354 1.2078 1.0304
F: 3.6275 1.7345 1.2460
F: 2.5995 0.1445 0.2768
F: 1.9096 0.8957 2.1944
P: -3.1991 2.3379 0.8440
O: -4.7289 2.8252 0.9917
I: -3.6931 0.0922 -0.1189
C: -2.5241 4.9291 -0.4617
C: -3.6538 5.4398 0.5238
N: -3.5940 5.2173 1.9424
O: -3.0010 5.5974 -1.6092
C: -2.6047 5.7136 -2.9611
C: -3.3374 6.9814 -3.4760
C: -3.4446 8.0673 -2.4435
N: -4.4240 8.2122 -1.6626
C: -1.1331 5.7224 -3.3910
C: -0.3744 7.0390 -3.2436
C: 1.1502 6.8872 -3.2838
C: 1.8164 8.1671 -2.7555
N: 3.1201 7.9901 -2.1084
P: -0.9969 5.7157 0.2446
N: -0.6742 5.2287 1.6866
O: -1.2816 7.3025 0.1722
O: 0.2295 5.5139 -0.7170
H: -4.8828 2.2490 -1.9317
H: -4.6974 3.9938 -1.7928
H: -4.4347 3.1779 -3.3334
H: -2.6195 1.8042 -2.0392
H: -2.1561 3.3317 -2.6384
H: -0.5451 2.2725 1.3349
H: 0.4057 0.4252 -0.7996
H: -1.3176 0.5444 -0.7845
H: 0.1325 -1.6531 -1.2463
H: 1.0831 -3.8839 -1.3838
H: 1.6022 -5.1463 0.6521
H: 1.0853 -4.1402 2.8939
H: 0.0794 -1.8484 3.0102
H: -5.1208 3.1875 0.1867
H: -3.6798 6.5099 0.3555
H: -4.5734 5.1012 0.0525
H: -2.9657 4.4954 2.2614
H: -3.3472 6.0600 2.4308
H: -3.0485 4.9261 -3.5643
H: -2.9132 7.3060 -4.4199
H: -4.3535 6.6477 -3.6900
H: -2.6176 8.7595 -2.3190
H: -5.1239 7.5008 -1.8694
H: -0.5714 4.8829 -2.9902
H: -1.1986 5.5265 -4.4603
H: -0.6309 7.6471 -4.1085
H: -0.6744 7.6189 -2.3765
H: 1.4166 6.8404 -4.3394
H: 1.5106 6.0081 -2.7690
H: 1.1695 8.6701 -2.0427
H: 1.9596 8.8719 -3.5696
H: 3.7513 7.5085 -2.7321
H: 3.0184 7.4708 -1.2494
H: -0.7120 5.9474 2.3936
H: -1.7064 7.5707 0.9928
H: 1.0326 5.7155 -0.2160
O: -5.2971 -4.5499 3.6025
C: -4.1521 -4.2662 3.4050
O: -3.1614 -5.2018 3.3630
C: -1.8774 -4.5535 3.2055
C: -2.1863 -3.1972 2.6111
C: -3.5532 -2.8866 3.2006
H: -1.4057 -4.4783 4.1883
H: -1.2450 -5.1572 2.5593
H: -1.4260 -2.4513 2.8315
H: -2.2707 -3.2785 1.5260
H: -3.4837 -2.3904 4.1699
H: -4.1600 -2.2972 2.5172
O: -0.3477 -5.4292 6.6911
C: -1.3934 -5.2530 7.2490
O: -1.6038 -4.2654 8.1411
C: -2.9258 -4.3836 8.7085
C: -3.7233 -5.1936 7.6928
C: -2.6429 -6.0977 7.0996
H: -2.8415 -4.8893 9.6723
H: -3.3268 -3.3865 8.8693
H: -4.5630 -5.7283 8.1305
H: -4.1156 -4.5335 6.9181
H: -2.5197 -7.0189 7.6709
H: -2.8322 -6.3272 6.0540
O: -6.4951 6.5785 -3.6019
C: -7.1341 7.3878 -4.2147
O: -6.7350 8.6651 -4.3501
C: -7.7393 9.4334 -5.0376
C: -8.5589 8.4096 -5.8136
C: -8.4698 7.1846 -4.9033
H: -8.3331 9.9652 -4.2920
H: -7.2474 10.1604 -5.6779
H: -9.5740 8.7411 -6.0202
H: -8.0748 8.1943 -6.7667
H: -9.2517 7.1772 -4.1427
H: -8.4793 6.2469 -5.4508
O: 0.5237 -7.3456 1.8059
C: 1.6166 -7.4222 2.2896
O: 2.3339 -6.3198 2.6239
C: 3.6525 -6.7052 3.0720
C: 3.5080 -8.1588 3.5193
C: 2.4217 -8.6718 2.5766
H: 4.3459 -6.5957 2.2351
H: 3.9591 -6.0412 3.8767
H: 4.4417 -8.7144 3.4677
H: 3.1514 -8.1937 4.5489
H: 2.8350 -9.0390 1.6350
H: 1.7921 -9.4330 3.0281
O: 4.0849 -8.3530 -0.2295
C: 3.6702 -7.6565 -1.1120
O: 4.3981 -6.6472 -1.6431
C: 3.6066 -5.9101 -2.5958
C: 2.5082 -6.8719 -3.0323
C: 2.3035 -7.7057 -1.7659
H: 3.2101 -5.0286 -2.0876
H: 4.2404 -5.5888 -3.4180
H: 1.6097 -6.3673 -3.3804
H: 2.8723 -7.5065 -3.8410
H: 1.5810 -7.2493 -1.0856
H: 2.0156 -8.7319 -1.9728
O: 5.8463 -5.8793 5.1059
C: 4.8600 -5.6858 5.7590
O: 3.7945 -5.0066 5.2841
C: 2.7977 -4.8409 6.3143
C: 3.0802 -5.9501 7.3170
C: 4.5993 -6.1043 7.1963
H: 2.9146 -3.8464 6.7500
H: 1.8114 -4.9187 5.8724
H: 2.7306 -5.7173 8.3200
H: 2.5899 -6.8696 6.9957
H: 5.1381 -5.4235 7.8568
H: 4.9365 -7.1232 7.3627
O: 10.1525 -10.0357 -0.9716
C: 9.1900 -9.3603 -0.7592
O: 8.4236 -8.8483 -1.7507
C: 7.4009 -7.9940 -1.2024
C: 7.2328 -8.4462 0.2408
C: 8.6483 -8.9122 0.5867
H: 7.7416 -6.9587 -1.2775
H: 6.4960 -8.1065 -1.7883
H: 6.8464 -7.6670 0.8931
H: 6.5448 -9.2888 0.2848
H: 9.2732 -8.0974 0.9556
H: 8.6615 -9.7360 1.2940
O: -0.3450 6.4770 -7.1572
C: 0.7908 6.6183 -7.5026
O: 1.3753 7.8307 -7.6372
C: 2.7074 7.6860 -8.1611
C: 3.1166 6.2576 -7.8227
C: 1.7755 5.5257 -7.8783
H: 2.6750 7.8654 -9.2377
H: 3.3483 8.4330 -7.7001
H: 3.8732 5.8581 -8.4944
H: 3.5135 6.2184 -6.8075
H: 1.5376 5.1764 -8.8838
H: 1.7177 4.7010 -7.1743

Cartesian forces, eV/Å:
0.1338 -0.4923 0.2669
0.0283 0.3886 -0.2182
-0.2723 -0.2786 -1.1653
-0.4886 -0.1936 0.4875
1.2257 -0.4998 0.0597
0.4686 -0.0883 0.1277
0.3477 -0.4880 -0.2536
-0.3193 0.3795 0.7525
0.3733 -0.3444 -0.1683
-0.1339 0.2682 0.3056
-0.0829 0.3304 0.0914
-0.3351 0.5857 -0.1035
0.2620 0.2542 -0.1479
1.1304 -0.0813 -1.1410
-0.1000 0.4690 -0.5643
-0.1397 0.2464 0.5380
-0.1466 -0.4085 -0.3740
0.2101 0.8710 -0.1395
0.5665 0.2104 0.0674
-0.2574 -0.6767 -0.2950
-0.5227 -0.3904 0.4589
0.4378 -0.2044 1.3058
0.0585 0.3173 -0.6198
-0.7672 -0.2932 -0.1382
0.1849 0.2887 0.3909
0.3908 0.2292 -0.2238
-0.5842 -0.0883 0.2245
-0.0864 -0.1019 0.1315
0.6798 0.4532 -1.2122
-0.6112 -0.4915 0.3545
0.1822 0.0479 -0.1602
-0.1369 0.1590 0.2506
-0.0617 0.1338 0.1267
0.2110 -0.2274 -0.2173
-0.4542 1.0608 -0.3923
0.5048 -0.2164 0.2967
-0.2420 0.4176 -0.2213
0.3585 -0.1545 1.6589
-0.2724 -0.1400 -0.4460
-0.0485 -0.1599 -0.4430
-0.0700 0.3963 -0.8802
-0.1778 -0.1122 0.0371
-0.0633 0.3122 -0.1275
-0.0936 0.1114 -0.1715
0.0920 -0.1655 0.2075
-0.0078 0.2067 -0.1999
-0.3555 0.2644 0.0718
0.1666 0.1086 -0.2298
0.0981 0.1573 -0.0812
-0.0461 0.0182 -0.1834
0.0469 -0.2038 -0.1093
0.0467 -0.2342 0.3705
0.0563 -0.1438 0.1123
0.4845 0.1302 0.1614
-0.2236 -0.1171 0.0257
-0.0390 0.2075 -0.1675
-0.2412 -0.2096 0.1370
0.1144 -0.0120 -0.1169
0.1433 0.0722 0.0727
-0.1790 -0.4281 0.3190
0.3026 0.1403 -0.0528
0.0396 0.2278 0.0253
0.1937 0.1107 -0.0885
-0.1541 -0.0374 -0.0333
0.0312 -0.0869 0.3620
0.0386 -0.1374 -0.2092
-0.1926 0.2900 -0.0277
-0.0418 -0.1954 0.3719
0.2510 -0.5608 -0.1329
0.0168 -0.2135 0.1927
-0.1510 -0.0003 0.2015
-0.0533 0.1363 -0.1756
0.1321 -0.1924 0.1439
0.1545 -0.2192 -0.0083
0.0422 -0.1235 0.2360
-0.1042 0.2618 -0.0170
0.1496 -0.2611 0.0970
0.0267 -0.1522 0.0159
0.0865 0.0779 0.1177
-0.0801 0.2100 0.0458
0.1272 -0.1661 -0.0598
-0.5550 0.2909 0.2221
0.1261 -0.2203 -0.3851
0.0014 -0.0231 0.0684
-0.1495 -0.2356 0.0868
-1.1610 -0.3886 0.1621
0.0714 0.0105 -0.0447
-0.0846 0.0622 -0.0002
-0.2003 0.0642 0.2601
0.2632 0.3047 0.0411
-0.2059 -0.5932 -0.0760
0.0444 0.0723 -0.0120
-0.2188 -0.0200 0.0035
0.0807 -0.0526 -0.0224
-0.4534 0.4635 -0.0143
0.0386 -0.0257 -0.0139
0.1434 0.0663 -0.0121
0.0328 0.0020 0.0714
-0.0182 -0.0021 0.0013
0.0843 -0.0346 -0.0603
0.1933 -0.1771 -0.0145
-0.1644 -0.0573 -0.0282
-0.1800 -0.1849 0.2004
0.0373 0.0915 -0.0736
-0.1207 0.0649 -0.1150
-0.0435 -0.1039 0.0483
0.1223 0.2834 -0.3710
-0.0071 -0.0250 0.0227
0.1334 -0.0146 0.0718
-0.0035 0.0376 0.0631
0.0083 0.0210 -0.0075
0.0083 -0.0736 0.0266
-0.0343 -0.1175 0.1752
-0.2464 0.1624 -0.0941
0.2888 -0.0800 -0.1073
-0.1379 -0.3203 0.0622
0.5389 -0.1858 0.0562
0.0067 0.0861 -0.2674
0.1138 0.0765 0.4256
-0.0752 -0.1114 -0.0796
-0.4119 -0.4609 -1.1965
0.0311 0.0567 -0.0622
-0.0305 0.0105 0.1200
-0.0611 0.0281 0.0328
-0.1257 -0.0516 -0.1634
0.1788 0.0295 -0.0480
-0.3476 0.0775 0.1228
0.0258 -0.0658 -0.0351
-0.1723 0.0803 -0.0922
-0.0506 -0.0946 0.1338
0.1862 0.1480 -0.4313
-0.0074 0.0047 0.0006
0.1635 -0.0332 0.1093
0.0139 0.0618 0.0423
0.0088 0.0040 -0.0064
-0.0295 -0.0946 0.0710
-0.0692 -0.0400 0.2022
-0.2073 -0.0135 -0.0772
0.5805 0.1187 0.7565
0.0249 0.5896 0.6934
-0.2649 0.0264 0.2103
0.2206 -0.0318 0.0168
-0.5236 -0.1071 -0.1361
0.0608 -0.0136 -0.0201
0.0173 0.0163 -0.1406
0.0021 0.0698 -0.0270
-0.0552 0.0073 -0.0060
0.0718 -0.0290 -0.0130
0.2169 0.0520 0.0213
0.0005 -0.0925 -0.1115
0.1696 0.1185 0.2127
-0.0666 0.0071 -0.0291
-0.0772 0.0477 0.0930
0.2221 -0.0612 0.1321
-0.4730 -0.0154 -0.1655
0.0151 -0.0017 0.0162
0.0428 -0.0641 -0.1205
0.0004 0.0532 -0.0504
-0.0559 0.0174 -0.0217
0.0591 -0.0456 0.0323
0.2135 0.0204 0.0451
-0.0539 0.1811 0.1350
-0.1240 -0.3433 -0.1354
0.0243 0.0405 0.0456
0.1515 -0.0469 -0.0244
-0.0647 -0.1029 -0.0234
0.4319 0.2875 0.1996
-0.0201 -0.0204 -0.0075
-0.1121 0.0805 0.0426
-0.0219 0.0433 -0.0517
0.0110 0.0156 0.0035
-0.0597 -0.0547 0.0201
-0.1950 -0.0810 -0.0883

Output
* LUMO level: -0.0035 hartree
* SMILES: [H]/N=C\C[C@@H](CCCCN)O[C@@](CN)([C@@](CC)(O[C@@H](CC(=O)c1ccccc1)S(=O)(=O)C(F)(F)F)P(O)I)P(=N)(O)O.O=C1CCCO1.O=C1CCCO1.O=C1CCCO1.O=C1CCCO1.O=C1CCCO1.O=C1CCCO1.O=C1CCCO1.O=C1CCCO1
* spin multiplicity: 1
* HOMO-LUMO gap: 8.33 eV

Results of the Löwdin charge analysis, in e, for atoms 1 through 99: atom 1 (C): -0.082, atom 2 (C): -0.238, atom 3 (C): -0.462, atom 4 (O): -0.162, atom 5 (C): -0.377, atom 6 (C): -0.153, atom 7 (C): -0.438, atom 8 (O): 0.054, atom 9 (C): -0.162, atom 10 (C): -0.019, atom 11 (C): -0.063, atom 12 (C): -0.041, atom 13 (C): -0.048, atom 14 (C): -0.057, atom 15 (S): 0.799, atom 16 (O): -0.275, atom 17 (O): -0.263, atom 18 (C): -0.698, atom 19 (F): 0.157, atom 20 (F): 0.171, atom 21 (F): 0.179, atom 22 (P): 0.731, atom 23 (O): -0.375, atom 24 (I): 0.699, atom 25 (C): -0.360, atom 26 (C): -0.243, atom 27 (N): 0.011, atom 28 (O): -0.119, atom 29 (C): -0.306, atom 30 (C): -0.092, atom 31 (C): -0.234, atom 32 (N): 0.116, atom 33 (C): -0.133, atom 34 (C): -0.208, atom 35 (C): -0.190, atom 36 (C): -0.281, atom 37 (N): -0.008, atom 38 (P): 0.572, atom 39 (N): -0.115, atom 40 (O): -0.122, atom 41 (O): -0.128, atom 42 (H): 0.036, atom 43 (H): 0.070, atom 44 (H): 0.087, atom 45 (H): 0.046, atom 46 (H): 0.102, atom 47 (H): 0.107, atom 48 (H): 0.103, atom 49 (H): 0.003, atom 50 (H): 0.114, atom 51 (H): 0.091, atom 52 (H): 0.082, atom 53 (H): 0.104, atom 54 (H): 0.122, atom 55 (H): 0.041, atom 56 (H): 0.101, atom 57 (H): 0.099, atom 58 (H): 0.024, atom 59 (H): 0.064, atom 60 (H): 0.117, atom 61 (H): 0.121, atom 62 (H): 0.084, atom 63 (H): 0.099, atom 64 (H): 0.032, atom 65 (H): 0.105, atom 66 (H): 0.119, atom 67 (H): 0.114, atom 68 (H): 0.081, atom 69 (H): 0.097, atom 70 (H): 0.094, atom 71 (H): 0.104, atom 72 (H): 0.106, atom 73 (H): 0.058, atom 74 (H): 0.052, atom 75 (H): 0.001, atom 76 (H): 0.078, atom 77 (H): 0.088, atom 78 (O): 0.114, atom 79 (C): -0.483, atom 80 (O): 0.021, atom 81 (C): -0.137, atom 82 (C): -0.164, atom 83 (C): -0.057, atom 84 (H): 0.122, atom 85 (H): 0.113, atom 86 (H): 0.063, atom 87 (H): 0.134, atom 88 (H): 0.133, atom 89 (H): 0.105, atom 90 (O): 0.106, atom 91 (C): -0.485, atom 92 (O): 0.033, atom 93 (C): -0.145, atom 94 (C): -0.142, atom 95 (C): -0.064, atom 96 (H): 0.126, atom 97 (H): 0.125, atom 98 (H): 0.118, atom 99 (H): 0.116

Question: Among the records above, which one has the lowest spin multiplicity?
Answer: C54H84F3IN4O24P2S